# C5H11N

A gas-phase ion, C5H11N (charge -1) (ωB97M-V/def2-TZVPD, OMol25).

Each line ends with the Löwdin charge.
Cartesian coordinates (Å):
N  -0.63  -0.86  1.55  0.017
C  -0.05  -1.47  -1.31  -0.207
C  0.76  0.90  -1.52  -0.128
C  0.10  1.43  1.31  -0.208
C  -0.17  0.10  0.65  -0.514
C  0.03  -0.10  -0.66  -0.367
H  0.94  -1.92  -1.42  0.054
H  -0.26  2.27  0.70  0.050
H  -0.85  -1.76  1.16  -0.002
H  -0.35  1.57  2.28  0.020
H  -0.49  -1.37  -2.30  0.052
H  1.19  1.54  1.39  0.065
H  -0.70  -2.15  -0.74  0.017
H  0.33  0.91  -2.52  0.059
H  0.66  1.91  -1.15  0.041
H  1.83  0.66  -1.61  0.064
H  -1.26  -0.51  2.25  -0.013

Results
HOMO level (alpha / beta) = 1.440 / -3.691 eV
⟨S²⟩ = 0.750
multiplicity = 2
frontier orbital gap (alpha / beta) = 2.81 / 7.83 eV
LUMO level (alpha / beta) = 0.156 / 0.152 hartree
net charge = -1



# C19H45I2NOP3Pd

A molecular structure, C19H45I2NOP3Pd (ωB97M-V/def2-TZVPD, OMol25).

Each line ends with the Löwdin charge.
Cartesian coordinates (Å):
I  -4.69  0.92  -1.38  1.087
I  -1.16  -2.54  -2.19  0.710
Pd  -1.85  -0.30  -0.92  0.175
P  -1.72  0.83  -3.10  0.687
P  -3.22  -1.60  0.66  0.739
P  1.41  0.08  0.68  1.033
O  -2.64  2.28  0.50  0.055
N  -0.11  -0.05  0.20  -0.033
C  2.48  -2.53  0.40  -0.066
C  1.29  1.46  1.96  -0.579
C  3.97  0.69  -0.37  -0.034
C  -2.97  0.59  -4.42  -0.261
C  2.00  1.93  -1.28  -0.071
C  0.83  -2.17  2.21  -0.074
C  -3.37  -0.64  2.20  -0.220
C  -2.56  -3.20  1.23  -0.255
C  2.62  2.06  2.42  -0.045
C  2.01  -1.53  1.47  -0.583
C  -1.65  2.65  -2.97  -0.232
C  -2.80  1.37  -0.23  -0.799
C  0.44  2.60  1.36  -0.070
C  2.35  -0.46  -1.90  -0.088
C  -4.96  -2.06  0.31  -0.276
C  3.16  -1.26  2.45  -0.045
C  2.49  0.57  -0.77  -0.583
C  -0.21  0.49  -4.08  -0.264
C  0.54  0.89  3.18  -0.066
H  2.45  2.10  -2.27  0.110
H  1.71  -2.70  -0.36  0.060
H  0.23  1.75  3.80  0.115
H  3.43  -2.24  -0.07  0.083
H  -1.19  2.93  -2.02  0.038
H  0.91  1.93  -1.39  0.054
H  1.06  3.37  0.86  0.093
H  -0.35  0.34  2.86  0.064
H  4.12  1.39  0.46  0.076
H  1.31  -0.80  -2.00  0.001
H  4.42  -0.28  -0.10  0.085
H  -2.67  3.06  -3.02  0.058
H  2.67  -3.48  0.91  0.112
H  -0.12  3.09  2.16  0.111
H  -5.60  -1.17  0.27  -0.013
H  -3.29  -1.33  3.05  0.073
H  -1.74  -3.55  0.57  -0.001
H  2.32  2.76  -0.64  0.089
H  2.66  0.01  -2.85  0.106
H  3.32  1.31  2.80  0.080
H  -2.54  0.96  -5.37  0.078
H  0.64  -1.71  3.18  0.083
H  2.38  2.74  3.25  0.124
H  -3.38  -3.92  1.17  0.072
H  -3.89  1.14  -4.20  0.008
H  2.99  -1.34  -1.76  0.080
H  -0.08  -2.12  1.60  0.039
H  -3.17  -0.48  -4.52  0.056
H  2.83  -0.72  3.34  0.076
H  -5.28  -2.73  1.12  0.080
H  -2.56  0.09  2.26  0.022
H  0.67  0.97  -3.61  0.033
H  4.51  1.08  -1.24  0.125
H  1.18  0.27  3.81  0.083
H  -0.29  2.19  0.64  0.029
H  3.55  -2.24  2.78  0.124
H  -1.05  3.06  -3.80  0.083
H  3.10  2.66  1.64  0.083
H  4.00  -0.71  2.00  0.084
H  -4.33  -0.12  2.24  0.073
H  1.07  -3.22  2.38  0.112
H  -0.08  -0.60  -4.12  0.010
H  -5.01  -2.61  -0.64  0.065
H  -2.23  -3.10  2.27  0.062
H  -0.37  0.90  -5.09  0.080

Results
HOMO level (alpha / beta) = -17.823 / -18.344 eV
⟨S²⟩ = 6.037
multiplicity = 5
frontier orbital gap (alpha / beta) = 6.86 / 5.33 eV
LUMO level (alpha / beta) = -0.403 / -0.478 hartree
net charge = +3



# H18NaO9

A molecular structure, H18NaO9 (ωB97M-V/def2-TZVPD, OMol25).

Each line ends with the Löwdin charge.
Cartesian coordinates (Å):
Na  -0.28  0.26  -0.16  0.324
O  -2.78  1.21  -0.87  -0.003
O  0.99  -1.89  -0.57  0.024
O  -0.68  1.38  1.76  -0.020
O  1.92  0.07  -2.14  -0.026
O  -0.79  -0.31  -2.33  -0.055
O  0.36  -1.28  2.65  -0.012
O  -1.78  -1.43  1.00  -0.031
O  0.50  2.29  -0.74  -0.045
O  2.22  0.00  1.05  -0.015
H  -1.24  -0.54  -3.17  0.105
H  3.15  0.06  1.04  0.038
H  -2.88  0.42  -1.42  0.050
H  2.00  -0.32  1.94  0.047
H  0.18  3.07  -0.24  0.084
H  0.06  1.47  2.37  0.077
H  0.15  -0.26  -2.47  -0.004
H  -1.27  2.12  1.83  0.069
H  -2.47  -0.77  1.12  0.070
H  1.40  -2.21  0.18  0.029
H  0.63  -2.08  2.27  0.013
H  1.86  -0.64  -1.52  -0.014
H  0.50  -2.59  -0.92  0.056
H  -2.01  -2.31  1.35  0.098
H  -0.55  -1.28  2.40  0.000
H  2.35  0.77  -1.64  0.054
H  0.89  2.87  -1.41  0.079
H  -2.43  1.89  -1.37  0.006

Results
HOMO level = -14.798 eV
frontier orbital gap = 11.75 eV
LUMO level = -0.112 hartree
net charge = +1



# C5H11N5

C5H11N5 in the gas phase (ωB97M-V/def2-TZVPD, OMol25).

Each line ends with the Löwdin charge.
Cartesian coordinates (Å):
N  0.06  2.69  -0.46  0.062
N  2.43  0.89  0.21  0.035
N  -0.45  1.77  0.41  -0.044
N  -1.40  1.05  -0.05  0.037
N  1.17  0.46  0.71  -0.038
C  0.80  -0.78  0.50  -0.320
C  -2.92  -0.76  0.21  -0.069
C  -0.55  -1.09  0.44  -0.059
C  -1.58  -0.20  0.25  -0.426
C  1.76  -1.82  -0.23  -0.039
H  0.59  3.42  -0.27  0.026
H  2.66  1.71  0.68  0.041
H  1.71  -1.44  -1.24  0.053
H  -0.87  -2.06  0.40  0.068
H  2.87  -1.77  0.16  0.098
H  2.46  0.95  -0.80  0.075
H  -2.97  -1.84  0.50  0.080
H  -3.42  -0.80  -0.89  0.132
H  1.30  -2.84  -0.05  0.081
H  -3.48  -0.15  0.99  0.100
H  -0.17  2.60  -1.47  0.108

Results
HOMO level = -7.669 eV
structure (SMILES) = CC(=C/C(C)=N/N)/N=N/N
frontier orbital gap = 8.47 eV
LUMO level = 0.029 hartree
net charge = 0



# C16H17IN2O4Ti

A molecular structure, C16H17IN2O4Ti (ωB97M-V/def2-TZVPD, OMol25).

Each line ends with the Löwdin charge.
Cartesian coordinates (Å):
I  0.48  2.44  -3.53  1.041
Ti  -0.01  -0.05  -0.62  1.063
O  0.51  -3.32  1.81  0.099
O  0.73  -1.56  0.38  -0.161
O  -1.49  0.79  -1.46  -0.229
O  -3.71  1.11  -1.64  0.117
N  -1.53  -0.79  0.34  -0.027
N  1.58  -0.03  -2.26  -0.046
C  -3.76  -2.11  1.43  -0.073
C  3.08  0.98  -3.82  -0.126
C  -1.37  -1.92  1.15  -0.213
C  -2.81  -0.45  -0.02  -0.212
C  1.87  0.94  -3.14  -0.750
C  -1.09  2.54  1.67  -0.075
C  -2.51  -2.54  1.74  -0.010
C  0.36  0.89  2.88  -0.077
C  0.87  1.48  0.49  -0.223
C  2.50  -0.99  -2.05  -0.110
C  3.72  -1.02  -2.68  -0.035
C  0.32  1.98  1.82  -0.497
C  -3.91  -1.05  0.47  0.002
C  -2.77  0.57  -1.11  -0.520
C  4.02  -0.01  -3.59  -0.040
C  -0.06  -2.29  1.14  -0.452
H  -1.13  3.30  0.88  0.082
H  -0.32  0.07  2.61  0.064
H  0.04  1.27  3.85  0.079
H  4.96  0.01  -4.11  0.117
H  -1.43  3.00  2.60  0.078
H  0.97  2.80  2.17  0.125
H  0.94  2.30  -0.24  0.041
H  -2.35  -3.37  2.42  0.117
H  1.46  -3.22  1.72  0.116
H  1.88  1.06  0.62  0.064
H  2.22  -1.74  -1.32  0.102
H  -1.79  1.75  1.41  0.067
H  -4.63  -2.57  1.86  0.098
H  -4.88  -0.74  0.11  0.118
H  4.42  -1.81  -2.46  0.114
H  3.27  1.78  -4.52  0.094
H  1.36  0.47  2.99  0.079

Results
HOMO level (alpha / beta) = -6.081 / -6.052 eV
frontier orbital gap (alpha / beta) = 5.42 / 5.35 eV
LUMO level (alpha / beta) = -0.024 / -0.026 hartree
net charge = 0



# C15H15AuCl2N3S3

A molecular structure, C15H15AuCl2N3S3 (ωB97M-V/def2-TZVPD, OMol25).

Each line ends with the Löwdin charge.
Cartesian coordinates (Å):
Au  -0.66  -1.63  -0.51  0.630
Cl  1.88  -6.39  0.11  0.716
Cl  1.70  -0.99  -0.35  0.746
S  0.17  -3.91  -0.14  0.630
S  -0.41  1.59  1.09  0.491
S  -2.28  0.33  -0.86  0.618
N  1.15  3.68  1.24  0.007
N  -2.77  -2.12  -0.31  -0.105
N  -0.62  3.87  -0.23  0.014
C  2.68  -4.88  0.01  -0.689
C  -4.75  -0.81  -0.26  -0.056
C  2.57  -2.50  -0.19  -0.618
C  0.06  3.17  0.67  -0.852
C  4.06  -4.81  0.04  -0.083
C  1.29  5.32  -0.53  -0.157
C  -3.38  -0.93  -0.44  -0.745
C  -0.23  5.21  -0.64  -0.164
C  -4.82  -3.18  0.13  -0.030
C  1.67  5.00  0.91  -0.167
C  3.95  -2.42  -0.14  -0.099
C  -5.47  -1.96  0.03  -0.026
C  1.89  -3.71  -0.11  -0.709
C  -3.45  -3.22  -0.03  -0.104
C  4.69  -3.59  -0.02  -0.056
H  -6.54  -1.90  0.17  0.122
H  -5.22  0.15  -0.35  0.118
H  1.62  6.31  -0.81  0.121
H  -2.87  -4.13  0.05  0.108
H  1.25  5.75  1.59  0.127
H  4.62  -5.73  0.12  0.116
H  -0.71  5.95  0.01  0.128
H  1.61  3.15  1.96  0.128
H  -5.36  -4.09  0.34  0.117
H  4.43  -1.46  -0.18  0.111
H  5.77  -3.53  0.01  0.117
H  1.75  4.59  -1.20  0.124
H  2.76  4.99  1.04  0.126
H  -1.47  3.47  -0.59  0.120
H  -0.57  5.37  -1.66  0.126

Results
HOMO level (alpha / beta) = -10.310 / -10.074 eV
frontier orbital gap (alpha / beta) = 4.51 / 3.93 eV
LUMO level (alpha / beta) = -0.213 / -0.226 hartree
net charge = +1



Number 1: largest force on an atom 1.04 eV/A, M 85.1 g mol⁻¹. Number 2: largest force on an atom 3.94 eV/A, M 756.7 g mol⁻¹. Number 3: largest force on an atom 3.37 eV/A, M 185.1 g mol⁻¹. Number 4: largest force on an atom 6.69 eV/A, M 141.2 g mol⁻¹. Number 5: largest force on an atom 0.58 eV/A, M 476.1 g mol⁻¹. Number 6: largest force on an atom 1.89 eV/A, M 601.4 g mol⁻¹.